(one)
Molecular formula: C5H7N3
Method: DFT, ωB97M-V/def2-TZVPD

Summary:
- Net charge: +2

Last column: Mulliken charge in e.
CARTESIAN COORDINATES (ANGSTROEM)
1 C 0.9355 1.9320 0.7004  0.397
2 C 0.7085 -0.1795 -0.4623  0.606
3 C -0.5255 0.4865 1.3547  0.387
4 C 1.4533 1.2960 -0.5138  -0.304
5 C 1.2092 -1.2371 -1.2495  -1.026
6 N -0.2894 -0.2198 0.3215  -0.140
7 N 0.0577 1.7365 1.5459  -0.096
8 N -2.7826 0.1075 3.3615  -0.368
9 H 1.2686 1.8599 -1.4172  0.406
10 H 2.5121 1.2173 -0.4335  0.392
11 H 0.6885 -1.3444 -2.1911  0.375
12 H 1.1236 -2.2384 -0.6747  0.387
13 H 2.2763 -1.1151 -1.5718  0.394
14 H -2.2305 -0.1166 4.2410  0.307
15 H -3.7111 0.3664 3.5637  0.282

=====

(two)
Molecular formula: C5H7N3
Method: DFT, ωB97M-V/def2-TZVPD

Summary:
- Net charge: +2

Last column: Mulliken charge in e.
CARTESIAN COORDINATES (ANGSTROEM)
1 C -1.8806 -1.4788 -0.0025  -0.419
2 C -2.4667 -0.2737 -0.0085  -0.148
3 C -0.1394 -0.0112 0.0215  -0.583
4 C -1.5510 1.9475 0.0633  0.032
5 C 3.6513 -0.0166 -0.0334  0.080
6 N 4.7830 -0.0339 -0.0948  0.159
7 N -0.4909 -1.2699 0.0167  0.150
8 N -1.4395 0.6758 0.0146  0.293
9 H -2.3093 -2.4636 -0.0063  0.421
10 H -3.5042 -0.0094 -0.0338  0.409
11 H -0.6618 2.5682 0.0900  0.271
12 H -2.5263 2.4247 0.0794  0.267
13 H 2.5775 0.0219 0.0350  0.447
14 H 5.8008 -0.0329 -0.1560  0.393
15 H 0.1571 -2.0480 0.0148  0.227

=====

How do the structures above rank in stability at the extremes? (two) comes first and (one) comes last.